Computed, not measured: a structure of composition C41H29CaClN3O3S2Si at a distorted geometry, with ωB97M-V/def2-TZVPD.

```
81
Properties=species:S:1:pos:R:3:forces:R:3
Ca -0.439 0.026 -0.607 1.0 0.2 -0.8
Cl -7.180 1.701 -3.146 0.1 0.0 0.1
C -5.565 1.612 -2.461 -0.1 0.1 0.2
C -5.325 2.128 -1.178 -0.1 0.0 -0.1
C -4.067 2.089 -0.641 0.0 0.0 0.0
C -2.969 1.524 -1.344 0.4 0.2 0.0
O -1.776 1.578 -0.854 -1.4 0.8 -0.2
C -3.253 0.954 -2.619 0.1 -0.1 -0.2
C -2.257 0.274 -3.415 0.0 0.0 0.0
N -1.130 -0.164 -2.988 0.2 -0.1 0.0
C -0.235 -0.822 -3.856 -0.1 0.3 0.4
C -0.592 -1.551 -4.954 -0.1 -0.2 -0.3
C 0.383 -2.168 -5.771 -0.2 0.0 0.0
C 1.709 -2.063 -5.478 0.1 0.0 0.1
C 2.116 -1.352 -4.320 0.1 -0.1 -0.1
C 3.471 -1.230 -3.927 0.0 -0.1 -0.2
C 3.792 -0.573 -2.781 0.0 0.1 0.1
C 2.748 -0.034 -1.993 0.0 -0.1 0.0
N 1.487 -0.110 -2.335 -0.1 -0.1 -0.1
C 1.149 -0.752 -3.498 0.0 0.2 0.3
C -4.546 1.043 -3.166 0.1 -0.1 -0.1
H -6.148 2.556 -0.619 0.0 0.0 0.0
H -3.866 2.484 0.347 0.0 0.0 0.0
H -2.519 0.134 -4.469 -0.1 0.0 -0.1
H -1.642 -1.675 -5.190 0.0 0.0 0.0
H 0.063 -2.736 -6.636 0.0 0.0 0.0
H 2.460 -2.533 -6.103 0.0 0.0 0.0
H 4.241 -1.676 -4.547 0.0 0.0 0.0
H 4.817 -0.474 -2.449 0.0 0.0 0.0
H 2.968 0.450 -1.044 0.0 0.0 -0.1
H -4.738 0.625 -4.149 0.0 0.0 0.0
O 0.177 -2.597 -0.774 -0.2 0.0 0.1
S -0.772 -2.493 0.324 -0.1 -0.7 0.5
O -0.226 -1.869 1.511 0.0 -0.1 -0.2
N -2.063 -1.669 -0.185 -0.6 -0.7 0.2
C -3.213 -2.375 -0.067 0.5 0.1 0.1
S -4.721 -1.850 -0.474 0.1 -0.1 0.0
C -2.944 -3.755 0.501 -0.1 0.2 -0.1
C -3.859 -4.748 0.801 -0.1 -0.1 0.0
C -3.389 -5.946 1.328 0.0 0.0 0.0
C -2.027 -6.152 1.552 0.0 0.0 0.0
C -1.106 -5.158 1.257 0.0 0.0 0.0
C -1.603 -3.979 0.732 0.1 -0.2 0.0
H -4.911 -4.569 0.619 0.0 0.0 0.0
H -4.092 -6.734 1.572 0.0 0.0 0.0
H -1.685 -7.093 1.965 0.0 0.0 0.0
H -0.046 -5.298 1.429 -0.1 0.0 0.0
C 5.408 -0.571 2.034 -0.1 0.1 0.0
C 5.292 0.779 1.727 -0.1 0.0 0.0
C 4.034 1.366 1.589 0.0 0.0 0.0
C 2.851 0.628 1.742 0.1 -0.1 0.0
C 3.003 -0.738 2.042 0.1 0.1 0.0
C 4.253 -1.327 2.196 -0.1 0.1 0.0
Si 1.080 1.330 1.412 0.7 0.4 0.5
C 1.476 3.204 1.259 0.1 0.1 -0.1
C 1.847 3.710 0.006 0.0 0.1 0.1
C 2.221 5.038 -0.178 0.0 -0.1 0.1
C 2.215 5.913 0.902 0.0 -0.1 0.0
C 1.837 5.443 2.155 0.0 -0.1 -0.1
C 1.479 4.108 2.327 0.0 0.1 0.0
C 0.239 1.261 3.130 -0.1 0.0 0.1
C -1.046 1.813 3.235 0.0 0.0 0.1
C -1.746 1.820 4.436 0.1 0.0 0.0
C -1.180 1.255 5.574 0.1 0.0 0.0
C 0.088 0.694 5.494 0.0 0.0 -0.1
C 0.786 0.701 4.288 0.0 0.0 0.1
H 6.385 -1.028 2.147 0.0 0.0 0.0
H 6.185 1.384 1.600 0.0 0.0 0.0
H 3.976 2.428 1.357 0.0 -0.1 0.0
H 2.116 -1.354 2.151 0.0 0.0 0.0
H 4.326 -2.382 2.435 0.0 0.0 0.0
H 1.833 3.046 -0.856 0.0 0.0 0.0
H 2.503 5.394 -1.163 0.0 0.0 0.0
H 2.497 6.951 0.767 0.0 0.0 0.0
H 1.823 6.119 3.003 0.0 0.0 0.0
H 1.193 3.764 3.317 0.0 0.0 -0.1
H -1.507 2.247 2.350 0.0 0.0 0.0
H -2.738 2.256 4.483 0.0 0.0 0.0
H -1.724 1.251 6.512 0.0 0.0 0.0
H 0.539 0.250 6.375 0.0 0.0 0.0
H 1.780 0.264 4.253 -0.1 0.0 0.0
```
Forces are in eV/Å.

Output
HOMO-LUMO gap: 5.9 eV
Total energy: -4193.66460 Ha
Charge: -1

=====

Computed, not measured: the ion C5H4N with charge +1 at a distorted geometry, with ωB97M-V/def2-TZVPD.

```
10
Properties=species:S:1:pos:R:3:forces:R:3
C -3.174 0.186 -0.006 -0.5 -0.2 -0.1
C -0.901 0.131 -1.052 1.4 1.9 3.0
C -0.674 -0.828 0.395 -2.7 -1.8 3.5
C -1.954 -0.292 -0.051 0.1 -0.7 -2.0
C 1.560 0.457 -0.057 -0.9 3.4 -1.6
N 0.123 0.107 -0.137 1.4 2.3 -4.8
H -0.534 -1.660 1.034 0.5 -0.6 0.6
H 1.900 0.896 -1.077 -0.3 -1.7 1.5
H 1.695 1.412 0.571 -0.5 -1.7 -0.3
H 1.959 -0.409 0.380 1.5 -0.8 0.2
```
Forces are in eV/Å.

Output
⟨S²⟩: 2.02
HOMO-LUMO gap (spin up / spin down): 6.3 / 6.8 eV
Total energy: -246.96398 Ha
Multiplicity: 3
Charge: +1

=====

Computed, not measured: a structure of composition C17H14Br2N3O7Ti at a distorted geometry, with ωB97M-V/def2-TZVPD.

```
44
Properties=species:S:1:pos:R:3:forces:R:3
Ti -0.133 1.011 0.740 -0.6 1.3 -0.6
N 1.035 2.728 1.732 0.0 -0.1 -0.1
C 1.131 3.771 0.681 -0.1 0.0 0.0
C -0.266 3.930 0.056 0.0 0.0 -0.1
O -0.707 5.048 -0.219 0.1 0.0 0.1
N -0.853 2.747 -0.089 -0.1 -0.2 0.3
C -2.284 2.622 -0.238 0.0 0.2 0.2
C -2.819 1.794 0.954 0.2 0.2 0.2
O -4.003 1.641 1.170 -0.1 0.0 -0.2
O -1.865 1.291 1.718 0.0 -0.3 -0.4
H 0.424 3.078 2.464 0.0 -0.1 0.1
H 1.932 2.505 2.151 0.0 0.0 -0.1
H 1.834 3.427 -0.078 0.0 0.0 0.0
H 1.448 4.736 1.077 0.0 0.0 0.0
H -2.547 2.089 -1.155 0.0 0.0 0.0
H -2.776 3.597 -0.242 -0.1 0.0 0.0
O -1.551 -4.359 3.966 0.0 0.0 0.0
C -1.179 -3.270 3.253 0.0 0.0 0.0
C -1.158 -3.248 1.863 0.0 0.0 0.0
C -0.749 -2.093 1.232 0.0 0.0 -0.1
N -0.375 -0.997 1.900 0.1 0.2 0.2
C -0.408 -1.040 3.221 0.0 -0.1 0.1
Br 0.148 0.514 4.165 0.0 -0.2 0.0
C -0.794 -2.139 3.960 0.0 0.0 -0.1
H -1.823 -5.059 3.363 0.0 0.0 0.0
H -1.460 -4.105 1.275 0.0 0.0 0.0
H -0.710 -2.006 0.152 0.0 0.0 0.0
H -0.798 -2.122 5.039 0.0 0.0 0.0
Br 3.730 0.490 -2.565 0.0 0.0 0.0
C 2.272 -0.563 -3.207 0.0 0.1 0.0
C 2.543 -1.347 -4.304 0.0 0.0 0.0
C 1.559 -2.146 -4.889 0.0 0.0 0.0
C 0.272 -2.128 -4.331 0.0 0.0 0.0
C -0.009 -1.360 -3.233 0.0 0.0 0.1
C 0.979 -0.536 -2.595 0.1 0.0 -0.1
C 0.602 0.179 -1.445 -0.3 0.1 0.3
O -0.619 0.020 -0.916 0.6 -0.5 -0.1
O 1.369 0.963 -0.724 -0.4 -0.4 0.2
H 3.545 -1.336 -4.712 0.0 0.0 0.0
H 1.793 -2.756 -5.751 0.0 0.0 0.0
H -0.517 -2.726 -4.773 0.0 0.0 0.0
H -1.004 -1.348 -2.811 0.0 0.0 0.0
O 2.602 -1.233 0.865 0.0 -0.1 0.0
C 2.191 -0.265 1.277 0.7 -0.1 0.2
```
Forces are in eV/Å.

Output
⟨S²⟩: 2.03
HOMO-LUMO gap (spin up / spin down): 4.0 / 7.3 eV
Total energy: -7344.88472 Ha
Multiplicity: 3
Charge: -1

=====

Computed, not measured: a cluster of 2 separate species, C4H11NO in total at a distorted geometry, with ωB97M-V/def2-TZVPD.

```
17
Properties=species:S:1:pos:R:3:forces:R:3
C 0.641 1.949 1.135 -0.8 0.3 1.1
C 2.071 1.805 0.667 -0.3 0.2 -0.2
H -0.088 1.296 0.671 -0.1 -0.3 -0.5
H 0.539 1.737 2.198 0.2 -0.3 0.2
H 0.187 2.940 1.079 0.4 0.2 -0.4
H 2.211 2.315 -0.282 0.2 0.0 -0.1
H 2.731 2.247 1.411 0.2 -0.1 -0.2
H 2.342 0.756 0.537 0.1 0.0 0.1
C -2.142 -0.734 -0.599 -0.6 0.1 1.0
C -0.719 -1.056 -0.379 -0.7 -0.2 -2.1
O -0.249 -1.370 0.714 0.9 -0.1 0.8
N 0.133 -1.121 -1.456 0.4 0.2 1.2
H -2.710 -1.426 0.017 -0.1 -0.4 0.0
H -2.567 -0.718 -1.593 0.4 0.1 -0.3
H 1.130 -1.285 -1.249 -0.3 -0.1 -0.2
H -0.178 -0.938 -2.407 0.0 -0.1 -0.1
H -2.333 0.197 -0.071 0.0 0.5 -0.2
```
Forces are in eV/Å.

Output
⟨S²⟩: 0.79
HOMO-LUMO gap (spin up / spin down): 10.7 / 5.1 eV
Total energy: -288.63617 Ha
Multiplicity: 2
Charge: +1

=====

Computed, not measured: a structure of composition C47H54N5S2SbSeSi3Zr, with ωB97M-V/def2-TZVPD.

```
114
Properties=species:S:1:pos:R:3:forces:R:3
Zr 0.979 0.654 -0.581 0.5 -0.3 -0.6
C -0.571 -4.157 -1.012 0.0 0.0 0.1
Sb 0.002 -2.354 -0.021 -0.1 -0.1 0.2
C 0.650 -1.123 -1.746 -0.8 0.3 -0.5
C -0.307 -1.267 -2.912 0.1 -0.4 0.0
C -1.108 -0.229 -3.379 0.0 0.0 0.1
C -1.908 -0.421 -4.494 0.0 0.1 -0.1
C -1.904 -1.652 -5.122 0.0 0.0 -0.1
C -1.098 -2.647 -4.587 0.1 0.0 0.1
N -0.321 -2.466 -3.520 0.1 0.1 -0.1
Si 2.405 -1.574 -2.369 0.1 0.2 0.0
C 2.550 -1.145 -4.174 0.0 0.0 -0.1
C 3.666 -0.439 -1.449 -0.2 -0.3 -0.2
C 2.943 -3.323 -2.056 -0.1 -0.2 0.1
C -1.923 -1.481 0.727 -0.1 0.1 -0.1
C -2.038 -0.006 0.582 0.1 -0.1 0.0
C -3.103 0.692 1.189 -0.1 -0.1 0.0
C -3.310 2.033 0.984 0.0 0.0 0.0
C -2.453 2.747 0.138 -0.2 0.1 0.1
C -1.403 2.064 -0.382 0.1 -0.4 -0.1
N -1.158 0.740 -0.140 -0.2 0.2 0.2
Si -1.794 -1.915 2.628 0.1 0.1 0.1
C -0.710 -0.564 3.356 0.0 0.1 0.0
C -3.411 -1.941 3.559 -0.1 0.0 0.0
C -0.997 -3.574 2.961 0.0 -0.2 -0.1
Si -3.508 -2.318 -0.049 0.1 0.0 0.0
C -3.579 -4.085 0.560 -0.1 -0.1 0.0
C -5.122 -1.492 0.399 -0.1 0.1 0.0
C -3.420 -2.184 -1.896 0.0 -0.1 -0.2
H 0.175 -4.320 -1.785 0.0 0.0 0.0
H -1.555 -4.093 -1.466 0.1 -0.1 0.0
H -0.535 -4.953 -0.267 0.0 0.0 0.0
H -1.116 0.728 -2.882 0.0 0.2 0.0
H -2.525 0.388 -4.869 0.0 0.0 0.0
H -2.503 -1.839 -6.004 0.0 0.0 0.1
H -1.069 -3.636 -5.035 0.0 0.0 0.0
H 2.868 -0.108 -4.295 0.0 0.0 0.0
H 1.616 -1.292 -4.714 0.1 0.0 0.0
H 3.306 -1.786 -4.640 0.0 0.0 0.0
H 3.250 0.353 -0.821 0.4 0.3 0.2
H 4.255 0.082 -2.204 0.0 0.0 0.0
H 4.356 -0.996 -0.811 -0.1 0.0 0.1
H 2.373 -4.015 -2.685 0.1 0.1 0.1
H 2.828 -3.637 -1.013 0.0 0.0 -0.1
H 4.002 -3.418 -2.321 -0.1 0.0 0.0
H -3.782 0.133 1.815 0.0 0.1 0.0
H -4.143 2.534 1.461 0.0 0.0 0.0
H -2.608 3.791 -0.096 0.0 0.0 0.0
H -0.711 2.557 -1.065 0.1 0.0 0.0
H -1.309 0.268 3.739 0.0 0.0 0.0
H -0.023 -0.158 2.607 0.0 0.0 0.1
H -0.110 -0.949 4.186 -0.1 0.0 -0.1
H -3.883 -0.962 3.671 0.0 -0.1 0.0
H -3.190 -2.308 4.568 0.0 0.0 -0.1
H -4.135 -2.631 3.122 0.0 0.0 0.1
H -0.049 -3.742 2.440 -0.1 0.0 0.1
H -1.671 -4.405 2.730 0.1 0.1 0.1
H -0.789 -3.617 4.036 0.0 0.0 -0.1
H -4.244 -4.168 1.425 0.1 0.0 -0.1
H -2.609 -4.491 0.840 0.0 -0.1 -0.1
H -3.991 -4.730 -0.225 0.0 0.1 0.1
H -5.328 -1.428 1.467 0.0 0.0 0.0
H -5.907 -2.117 -0.044 0.1 0.0 0.0
H -5.225 -0.497 -0.042 0.0 -0.1 0.0
H -2.534 -2.654 -2.327 -0.2 0.1 -0.1
H -3.432 -1.134 -2.204 0.0 -0.1 0.0
H -4.304 -2.666 -2.332 0.1 0.1 0.1
S 0.429 6.730 -0.641 0.0 -0.1 -0.1
C 0.447 8.410 -0.357 0.0 0.0 -0.1
C 0.917 8.705 0.885 0.0 0.0 0.1
C 1.267 7.542 1.619 0.1 0.1 0.2
C 1.056 6.382 0.929 0.0 -0.1 -0.1
C 1.320 5.009 1.371 -0.1 0.1 0.0
C 1.183 3.929 0.480 -0.1 0.1 -0.1
N 1.404 2.668 0.792 0.1 0.1 0.0
C 1.839 2.383 2.039 0.0 0.0 0.0
C 1.979 3.369 3.017 0.0 0.1 0.1
C 2.411 2.995 4.335 0.0 0.1 0.0
C 2.705 1.714 4.621 0.0 -0.1 0.1
C 2.623 0.696 3.610 0.1 0.0 0.1
C 2.946 -0.639 3.868 0.1 0.0 0.2
C 2.927 -1.583 2.864 0.1 -0.2 0.0
C 2.625 -1.117 1.576 0.1 0.1 0.0
N 2.222 0.122 1.299 0.0 0.1 0.6
C 2.211 1.033 2.322 0.1 -0.1 -0.2
C 3.186 -3.001 3.131 0.0 0.0 -0.1
C 3.254 -3.612 4.354 0.0 0.0 0.2
C 3.467 -5.011 4.273 0.0 0.0 0.1
C 3.550 -5.446 2.986 0.0 0.0 0.0
S 3.372 -4.167 1.874 0.0 0.1 -0.1
C 1.699 4.695 2.659 0.0 0.1 0.2
H 0.110 9.090 -1.125 0.0 0.0 0.1
H 1.016 9.714 1.261 0.0 -0.1 0.0
H 1.670 7.581 2.623 0.0 0.0 -0.1
H 0.883 4.114 -0.544 0.0 0.0 0.0
H 2.505 3.769 5.089 0.0 0.0 0.0
H 3.033 1.429 5.614 0.0 0.0 -0.1
H 3.232 -0.921 4.876 0.0 0.0 -0.1
H 2.741 -1.783 0.736 -0.1 -0.1 -0.1
H 3.147 -3.083 5.294 0.0 -0.1 -0.1
H 3.560 -5.663 5.131 0.0 0.1 -0.1
H 3.719 -6.451 2.627 0.0 0.1 0.0
H 1.793 5.473 3.408 0.0 -0.1 0.0
Se 1.804 2.198 -2.490 0.2 0.1 0.0
C 0.499 2.754 -3.783 0.0 -0.1 0.2
C 0.550 2.242 -5.067 0.0 0.0 -0.1
C -0.372 2.721 -5.990 -0.1 0.1 0.1
N -1.305 3.630 -5.699 0.1 -0.1 0.1
C -1.326 4.118 -4.461 0.0 -0.1 -0.1
C -0.442 3.719 -3.465 -0.1 0.0 -0.1
H 1.279 1.495 -5.350 0.0 0.0 0.0
H -0.364 2.347 -7.008 0.0 0.0 0.0
H -2.080 4.870 -4.251 0.0 0.0 0.0
H -0.485 4.178 -2.484 0.0 0.0 -0.1
```
Forces are in eV/Å.

Output
HOMO-LUMO gap: 6.3 eV
Total energy: -6450.44711 Ha
Charge: +2

=====

Computed, not measured: a structure of composition C5H9NO2 at a distorted geometry, with ωB97M-V/def2-TZVPD.

```
17
Properties=species:S:1:pos:R:3:forces:R:3
C -2.600 -0.418 -0.212 -0.3 -1.6 -0.4
C -2.371 -1.521 -0.926 0.5 1.3 -0.3
C -1.451 0.915 1.224 -2.0 0.3 -1.9
N -1.623 0.595 -0.030 0.0 -0.1 1.9
H -3.551 -0.384 0.326 0.2 0.7 -0.2
H -1.370 -1.632 -1.348 -0.4 -0.3 -0.3
H -3.199 -2.148 -1.212 0.2 -0.5 0.3
H -0.903 1.834 1.433 0.3 -0.7 0.4
H -2.061 0.304 1.903 0.5 0.8 0.7
H -0.254 -0.095 0.238 4.3 0.7 1.5
O 0.891 0.050 0.820 -2.9 -0.5 -1.5
C 1.816 0.048 -0.122 -0.3 -0.2 -1.0
O 1.606 -0.393 -1.238 0.0 0.0 0.2
C 3.134 0.681 0.213 0.1 -0.1 1.0
H 3.915 0.199 -0.368 0.0 0.2 -0.1
H 3.084 1.756 0.034 0.0 -0.1 -0.3
H 3.360 0.582 1.278 0.0 -0.1 -0.1
```
Forces are in eV/Å.

Output
HOMO-LUMO gap: 9.1 eV
Total energy: -401.04722 Ha